Below is a molecular structure, C29H41N3PRuS4Si2Te, with properties calculated with the ωB97M-V functional and the def2-TZVPD basis.

Geometry (Å):
H1 1.321 -1.682 8.042
H2 1.070 4.965 1.972
C1 1.377 -1.616 4.191
H3 0.341 -0.492 -4.601
H4 -3.349 1.390 -3.387
C2 5.491 -1.791 2.301
C3 3.383 -2.887 0.842
C4 1.510 -2.180 -3.865
Te1 -1.474 1.343 -0.788
H5 1.918 3.429 2.226
C5 0.485 -3.229 -4.312
C6 -6.246 2.674 -0.933
H6 3.670 -2.011 -3.595
C7 2.942 -2.726 -3.979
H7 -6.310 3.110 0.068
H8 -4.724 2.318 -3.979
H9 2.056 -0.118 -4.338
Si1 0.959 3.553 -0.042
C8 0.654 4.869 -1.320
H10 1.597 5.343 -1.608
C9 -3.514 -2.207 -0.575
H11 6.766 -2.817 0.913
H12 -3.547 1.858 0.756
C10 -4.562 -2.724 -1.413
H13 4.902 -3.795 -0.369
C11 -3.680 4.248 -1.575
H14 -3.942 0.483 -0.283
H15 2.598 2.633 -1.637
S1 -2.062 -1.864 -1.367
H16 2.742 1.806 -0.078
C12 1.731 4.230 1.505
H17 -0.753 2.510 1.497
H18 0.550 -4.132 -3.704
S2 -2.691 -1.232 1.835
C13 1.421 -0.451 6.291
C14 1.289 -2.836 4.863
P1 1.445 -1.645 2.397
C15 -5.012 -2.427 1.341
H19 1.490 0.526 4.381
H20 3.160 -2.913 -5.031
H21 -6.833 3.302 -1.610
C16 -4.376 1.688 -3.157
H22 -3.680 4.715 -0.585
C17 -3.532 1.493 -0.271
N1 1.068 -1.582 -1.348
C18 1.356 -0.882 -4.678
H23 -4.995 0.785 -3.147
H24 -0.532 -2.841 -4.252
H25 -0.015 5.651 -0.949
N2 -5.395 -3.099 -2.112
S3 0.977 0.208 1.658
H26 1.458 1.368 -1.196
C19 1.337 -1.663 6.959
H27 2.559 -3.320 0.290
C20 -3.754 -1.990 0.785
C21 5.745 -2.602 1.202
Ru1 -0.559 -0.887 0.247
H28 -1.492 3.693 0.399
H29 2.685 4.723 1.295
H30 1.194 -3.798 6.773
C22 2.032 2.212 -0.802
H31 3.047 -3.664 -3.432
C23 3.129 -2.072 1.940
H32 -2.646 4.191 -1.929
H33 3.983 -0.906 3.542
N3 -6.009 -2.779 1.793
H34 -6.712 1.686 -0.907
C24 4.695 -3.152 0.477
H35 1.228 -3.763 4.304
C25 1.437 -0.422 4.902
C26 -0.753 2.892 0.476
H36 1.563 -1.100 -5.726
S4 0.112 -2.906 1.570
H37 0.693 -3.496 -5.348
C27 1.269 -2.855 6.247
H38 1.465 0.477 6.846
C28 1.259 -1.847 -2.450
Si2 -4.491 2.569 -1.520
H39 -4.220 4.915 -2.253
H40 0.210 4.444 -2.226
H41 6.309 -1.374 2.873
C29 4.183 -1.526 2.675

Calculated values
Kohn-Sham gap (alpha / beta): 7.17 / 6.63 eV
lowest unoccupied orbital energy (alpha / beta): -3.635 / -5.110 eV
net charge: +1
energy: -4169.7934 Eh
expectation value of S²: 6.0484
spin multiplicity: 5